{
  "formula": "C5H7N",
  "method": "ωB97M-V/def2-TZVPD",
  "species": ["C", "C", "C", "C", "N", "C", "H", "H", "H", "H", "H", "H", "H"],
  "positions_angstrom": [[1.895, -0.004, 0.086], [0.401, 0.011, -0.032], [-0.494, 1.075, 0.324], [-1.772, 0.652, 0.091], [-1.766, -0.633, -0.470], [-0.386, -0.973, -0.540], [2.224, 0.031, 1.131], [2.311, -0.913, -0.362], [2.345, 0.854, -0.425], [-0.190, 2.039, 0.722], [-2.712, 1.162, 0.282], [-1.632, -1.433, 0.222], [-0.151, -1.905, -1.038]],
  "e_lumo_ev": 1.073,
  "e_homo_ev": -8.625,
  "total_charge": 0,
  "smiles": "Cc1cc[nH]c1",
  "e_above_lowest_kcal_mol": 35.5,
  "e_tot_ha": -249.4166,
  "gap_ev": 9.70
}